{"formula": "C15H18N4O4S", "method": "ωB97M-V with the def2-TZVPD basis set", "symbols": ["C", "C", "H", "H", "O", "C", "O", "N", "C", "O", "C", "H", "H", "S", "C", "N", "N", "C", "N", "C", "C", "C", "C", "C", "O", "H", "H", "H", "H", "H", "C", "C", "C", "H", "H", "H", "H", "H", "H", "H", "H", "H"], "xyz": [[6.58748, 1.28863, 1.16598], [5.28660, 0.80725, 1.41529], [4.68800, 1.73035, 1.78741], [5.20350, -0.02925, 2.12424], [4.52358, 0.17080, 0.07153], [3.67512, -0.82642, 0.37066], [3.46262, -1.50523, 1.48732], [3.20509, -1.00613, -1.05534], [2.15351, -1.85131, -1.41942], [1.90860, -1.95400, -2.48865], [1.55922, -2.56967, -0.23810], [1.70006, -2.29310, 0.64299], [2.03421, -3.96268, -0.47102], [-0.15164, -2.80694, -0.48532], [-0.48034, -1.20490, -0.70404], [0.36704, -0.30261, -0.26979], [-0.12743, 0.76141, -0.49169], [-1.46046, 0.66969, -0.73109], [-1.57729, -0.51950, -0.91866], [-2.95972, -1.26880, -0.95714], [-3.91060, -1.12497, -0.01460], [-5.18958, -0.39709, 0.32828], [-5.47462, -0.49490, 1.58307], [-4.53406, -1.24199, 2.32235], [-3.50053, -1.43527, 1.03848], [-4.25629, -1.58206, 3.15522], [-6.35855, -0.41921, 1.96573], [-5.57867, 0.14431, -0.64981], [-2.77008, -2.41424, -1.08102], [-3.36345, -0.98669, -1.92105], [-2.41265, 1.87471, -1.08242], [-2.42101, 2.95980, -0.27326], [-1.93435, 3.13394, -1.55012], [-0.93288, 3.06510, -1.79381], [-2.64330, 3.53618, -2.26690], [-1.57888, 3.21759, 0.64581], [-3.30669, 3.41990, -0.01861], [-3.39430, 1.41487, -1.07311], [3.49751, -0.33694, -1.64401], [6.38034, 2.20150, 0.42602], [7.21060, 0.38801, 0.85327], [6.87427, 1.74981, 2.21534]], "nbo_charge": [-0.66, -0.06, 0.20, 0.22, -0.55, 0.92, -0.66, -0.67, 0.70, -0.54, -0.53, 0.21, 0.22, 0.32, 0.03, -0.27, -0.28, 0.31, -0.29, -0.27, 0.34, -0.34, -0.27, 0.04, -0.40, 0.18, 0.23, 0.22, 0.26, 0.23, -0.28, -0.37, -0.40, 0.24, 0.21, 0.21, 0.21, 0.23, 0.41, 0.23, 0.23, 0.24], "lumo_ev": 0.50, "homo_ev": -7.538, "energy_ev": -40817.10486, "charge": 0, "orbital_gap_ev": 8.0388}


{"formula": "C5H9NO", "method": "ωB97M-V with the def2-TZVPD basis set", "symbols": ["C", "C", "O", "C", "N", "C", "C", "H", "H", "H", "H", "H", "H", "H", "H", "H"], "xyz": [[1.61276, -1.04309, 0.11350], [0.68255, 0.16867, 0.12737], [1.56432, 1.34616, 0.19182], [-0.09003, 0.42212, -1.11185], [-1.39452, 0.46920, -0.99649], [-1.75257, 0.08165, 0.39681], [-0.43703, 0.15220, 1.07577], [1.02258, -1.95469, -0.04880], [2.06195, -1.10375, 1.11107], [2.40038, -0.95931, -0.64286], [0.95686, 1.99448, 0.57921], [-1.94781, 0.24437, -1.81271], [0.31862, 0.52786, -2.11432], [-2.18062, -0.93180, 0.25790], [-2.53782, 0.72036, 0.83700], [-0.31782, -0.10445, 2.12325]], "nbo_charge": [-0.63, 0.11, -0.75, 0.19, -0.49, -0.25, -0.51, 0.20, 0.23, 0.21, 0.47, 0.40, 0.20, 0.19, 0.21, 0.21], "lumo_ev": [0.19, 0.55], "homo_ev": [-6.060, -6.622], "energy_ev": -8865.10379, "charge": 0, "orbital_gap_ev": [6.2527, 7.1744]}


{"formula": "C18H30AsBrN3O4RuS2Se2", "method": "ωB97M-V with the def2-TZVPD basis set", "symbols": ["Ru", "O", "C", "C", "C", "O", "C", "Se", "C", "Se", "H", "H", "H", "H", "H", "H", "H", "H", "H", "H", "Br", "C", "C", "N", "C", "C", "C", "C", "O", "O", "H", "H", "H", "C", "N", "C", "C", "N", "C", "S", "H", "H", "H", "H", "H", "H", "H", "H", "C", "As", "C", "C", "S", "H", "H", "H", "H", "H", "H", "H", "H", "H"], "xyz": [[0.53271, -0.77377, 0.01537], [1.51142, -2.59748, -1.60654], [2.91465, -2.85827, -1.64961], [3.50477, -2.82098, -0.23588], [4.76704, -3.71368, -0.27990], [5.46882, -3.74294, 0.94236], [3.94003, -1.41026, 0.19719], [2.75459, 0.03855, -0.36870], [2.55572, -3.46118, 0.78275], [1.28084, -2.27341, 1.67014], [1.16958, -2.53168, -2.50578], [3.42263, -2.12358, -2.28350], [3.07044, -3.85378, -2.07859], [5.41404, -3.39036, -1.10356], [4.46541, -4.74405, -0.47975], [6.02992, -2.96489, 1.01414], [4.89594, -1.16046, -0.27071], [4.06086, -1.36563, 1.28005], [3.14191, -3.87045, 1.60611], [1.96972, -4.26017, 0.32911], [-2.22077, 5.50382, -4.65023], [-1.96702, 3.69632, -4.17976], [-2.63317, 2.69822, -4.88169], [-2.49902, 1.40872, -4.59975], [-1.68295, 1.07180, -3.60792], [-0.97916, 1.99857, -2.84946], [-1.12789, 3.34947, -3.14015], [-0.11105, 1.57751, -1.70633], [0.33119, 2.39918, -0.90674], [0.11779, 0.30625, -1.65313], [-3.29926, 2.95675, -5.69604], [-1.58396, 0.01463, -3.39141], [-0.59432, 4.09310, -2.56434], [-3.75601, -0.02749, -0.68541], [-3.53666, -0.94900, 0.40514], [-4.26484, -0.82107, 1.66587], [-3.54444, -1.81646, 2.59955], [-2.56721, -2.41669, 1.69867], [-2.56088, -1.83926, 0.49775], [-1.43721, -2.22928, -0.73704], [-4.81841, 0.00731, -0.92304], [-3.19929, -0.36828, -1.55420], [-3.41125, 0.96987, -0.40104], [-5.31635, -1.06920, 1.51504], [-4.19435, 0.20748, 2.02336], [-4.22061, -2.57048, 2.99964], [-3.04141, -1.31142, 3.42523], [-1.85745, -3.07919, 1.96110], [-0.99401, 3.85919, 1.59230], [0.06198, 2.38291, 2.20860], [-0.00678, 2.44730, 4.12983], [1.89147, 2.73582, 1.76687], [-0.86848, 0.53144, 1.64525], [-0.63203, 4.77056, 2.06775], [-2.03025, 3.67980, 1.87458], [-0.89699, 3.91902, 0.51193], [0.39900, 3.39530, 4.48009], [0.57880, 1.62055, 4.52933], [-1.04180, 2.34341, 4.45043], [2.14377, 3.65305, 2.30037], [1.98207, 2.86252, 0.69205], [2.51820, 1.91644, 2.11225]], "nbo_charge": [0.73, -0.74, -0.07, -0.14, -0.05, -0.71, -0.59, 0.21, -0.57, 0.22, 0.50, 0.19, 0.19, 0.18, 0.19, 0.47, 0.23, 0.24, 0.26, 0.25, 0.09, -0.14, 0.03, -0.40, 0.06, -0.20, -0.15, 0.80, -0.70, -0.73, 0.21, 0.21, 0.25, -0.41, -0.38, -0.22, -0.23, -0.57, 0.37, -0.19, 0.22, 0.25, 0.21, 0.22, 0.22, 0.22, 0.22, 0.44, -0.97, 1.52, -0.97, -0.96, -0.62, 0.25, 0.25, 0.28, 0.25, 0.26, 0.25, 0.25, 0.29, 0.26], "lumo_ev": [-3.17, -4.68], "homo_ev": [-10.637, -10.824], "energy_ev": -317634.40136, "spin_multiplicity": 5, "charge": 1, "orbital_gap_ev": [7.4692, 6.1488]}


{"formula": "C4H9ClN", "method": "ωB97M-V with the def2-TZVPD basis set", "symbols": ["C", "C", "C", "C", "N", "Cl", "H", "H", "H", "H", "H", "H", "H", "H", "H"], "xyz": [[1.26589, 0.13190, -0.09057], [1.07163, -2.61787, -0.07054], [0.08663, 2.25129, 0.04850], [-1.01187, -0.00686, -0.03867], [0.17670, 0.79620, 0.09928], [2.68754, 0.95854, 0.03302], [0.27053, -2.80728, -0.67580], [2.07109, -2.78736, -0.38232], [0.96939, -2.53784, 0.96151], [0.11666, 2.65140, -1.00046], [0.93533, 2.76357, 0.52170], [-0.86513, 2.61522, 0.59072], [-1.05222, -0.58383, -1.05248], [-1.94242, 0.51543, -0.09408], [-1.13048, -0.79078, 0.67734]], "nbo_charge": [0.24, -0.14, -0.46, -0.43, -0.39, 0.16, 0.19, 0.20, 0.19, 0.25, 0.25, 0.25, 0.23, 0.25, 0.23], "lumo_ev": [-5.71, -6.63], "homo_ev": [-14.646, -14.142], "energy_ev": -18294.89615, "charge": 1, "orbital_gap_ev": [8.9387, 7.5151]}